# C4H7NO

An isolated molecule of C4H7NO (ωB97M-V/def2-TZVPD, OMol25).

Structure (XYZ):
```
13
Properties=species:S:1:pos:R:3:forces:R:3:nbo_charge:R:1
C -0.22455 -0.51424 -0.62858 -0.160 0.353 0.269 0.17
C -1.17405 -1.57307 -0.33082 -0.034 -0.071 -0.016 -0.73
C -0.37214 0.75825 0.05135 0.032 -0.129 0.190 -0.05
C 1.11331 1.02974 0.63499 -0.109 -0.049 -0.127 0.18
N 2.09146 1.35531 -0.07613 -0.050 -0.036 -0.002 -0.63
O -1.30503 0.98612 0.91137 0.154 -0.233 -0.165 -0.76
H 0.58873 -0.63239 -1.33702 0.016 0.040 0.022 0.21
H 2.92249 1.56298 0.47939 -0.112 -0.038 0.000 0.35
H -0.31906 1.46743 -0.82981 0.123 -0.046 -0.108 0.27
H 1.06712 0.95798 1.72445 0.004 0.033 -0.036 0.19
H -2.18810 -1.18735 -0.52244 0.096 0.045 0.016 0.29
H -1.19715 -1.69407 0.76512 0.032 0.074 -0.061 0.29
H -1.00302 -2.51668 -0.84186 0.007 0.057 0.019 0.23
```
Positions in Å, forces in eV/Å.

The max |F| comes out at 0.5 eV/A. The lowest unoccupied orbital energy (alpha / beta) comes out at -1.22 / -1.29 eV. The energy relative to the best compared isomer or geometry (same formula, charge and spin) comes out at 109.9 kcal/mol. As for the HOMO energy (alpha / beta): -8.56 / -8.48 eV. For the energy, the calculation gives -286.4566 hartree.